#P
{
  "formula": "C2H6N2S2",
  "method": "the ωB97M-V functional and the def2-TZVPD basis",
  "species": ["C", "S", "C", "S", "N", "N", "H", "H", "H", "H", "H", "H"],
  "coordinates": [[-2.457, 0.278, 0.467], [-1.184, 0.733, -0.792], [0.201, -0.019, -0.049], [0.357, -0.987, 1.317], [1.297, 0.348, -0.891], [2.673, -0.038, -0.650], [-2.406, 1.038, 1.397], [-1.895, -0.811, 0.768], [-3.466, 0.163, -0.146], [1.116, 0.546, -1.884], [2.509, -1.047, -0.460], [3.111, 0.451, 0.220]],
  "lowdin_charge": [-0.443, 0.797, -1.125, 0.601, -0.231, -0.022, 0.080, 0.007, 0.060, 0.107, 0.051, 0.118],
  "charge": 0,
  "homo_energy_ha": -0.3261,
  "smiles": "CSC(=S)NN",
  "homo_lumo_gap_ha": 0.3405,
  "e_lumo_ev": 0.391
}


#Q
{
  "formula": "C2H6N2S2",
  "method": "the ωB97M-V functional and the def2-TZVPD basis",
  "species": ["C", "C", "H", "H", "H", "H", "H", "H", "N", "N", "S", "S"],
  "coordinates": [[-1.137, -0.976, -2.045], [0.323, -0.648, -0.162], [-2.310, -0.868, -2.404], [-0.442, -1.197, -2.891], [-1.026, -1.968, -1.055], [0.694, -2.713, 0.415], [1.447, -0.762, 1.480], [-0.669, 1.043, 2.094], [0.269, -1.983, -0.262], [1.092, -0.101, 0.890], [-0.834, 0.498, -0.920], [0.688, 1.427, 1.620]],
  "lowdin_charge": [-0.471, -0.763, 0.054, 0.020, 0.113, 0.115, 0.022, -0.061, -0.044, -0.437, 0.787, 0.665],
  "charge": 0,
  "homo_energy_ha": -0.3086,
  "homo_lumo_gap_ha": 0.3286,
  "e_lumo_ev": 0.543
}


#R
{
  "formula": "C2H6N2S2",
  "method": "the ωB97M-V functional and the def2-TZVPD basis",
  "species": ["N", "C", "C", "S", "N", "S", "H", "H", "H", "H", "H", "H"],
  "coordinates": [[-1.156, -1.734, -0.430], [-0.815, -0.360, -0.701], [0.125, 0.258, 0.384], [0.043, -0.198, 1.995], [1.001, 1.116, -0.145], [1.725, 2.429, 0.739], [-1.808, -1.951, 0.334], [-0.362, -2.303, -0.168], [-1.766, 0.162, -0.754], [-0.266, -0.283, -1.651], [0.925, 1.304, -1.111], [2.353, 1.559, 1.508]],
  "lowdin_charge": [-0.041, -0.285, -0.873, 0.607, -0.419, 0.757, 0.069, 0.059, 0.117, 0.107, 0.060, -0.157],
  "charge": 0,
  "homo_energy_ha": -0.3146,
  "smiles": "NCC(=S)NS",
  "homo_lumo_gap_ha": 0.3248,
  "e_lumo_ev": 0.280
}


Most stable of them? #R.


#P
{
  "formula": "C6H5N",
  "method": "the ωB97M-V functional and the def2-TZVPD basis",
  "species": ["C", "C", "C", "N", "C", "C", "C", "H", "H", "H", "H", "H"],
  "coordinates": [[-2.331, 0.779, 0.692], [-1.565, -0.006, 0.188], [-0.659, -0.971, -0.420], [0.375, -1.621, 0.387], [0.798, -0.637, -0.613], [1.342, 0.657, -0.210], [1.967, 1.670, -0.006], [-3.008, 1.481, 1.137], [-1.123, -1.626, -1.161], [0.394, -1.209, 1.319], [1.275, -1.078, -1.485], [2.536, 2.561, 0.173]],
  "lowdin_charge": [0.123, -0.094, -0.289, 0.066, -0.280, -0.089, 0.122, 0.030, 0.138, 0.107, 0.138, 0.030],
  "charge": 0,
  "homo_energy_ha": -0.3426,
  "smiles": "C#C[C@@H]1N[C@@H]1C#C",
  "homo_lumo_gap_ha": 0.3817,
  "e_lumo_ev": 1.065
}


#Q
{
  "formula": "C6H5N",
  "method": "the ωB97M-V functional and the def2-TZVPD basis",
  "species": ["C", "C", "C", "C", "C", "C", "N", "H", "H", "H", "H", "H"],
  "coordinates": [[3.171, 0.053, 0.091], [-1.347, 0.912, -0.413], [-0.454, 1.221, 0.519], [-0.546, -1.253, 0.454], [-0.694, -0.364, -0.844], [0.241, -0.018, 0.236], [4.290, 0.127, -0.113], [-2.268, 1.236, -0.699], [-0.293, 2.132, 1.045], [-1.426, -0.989, 1.088], [-0.001, -2.286, 0.511], [-0.673, -0.771, -1.876]],
  "lowdin_charge": [-0.268, -0.009, 0.001, -0.011, -0.146, -0.099, -0.117, 0.093, 0.115, 0.119, 0.157, 0.164],
  "charge": 0,
  "homo_energy_ha": [-0.3603, -0.3588],
  "homo_lumo_gap_ha": [0.2549, 0.2522],
  "e_lumo_ev": [-2.870, -2.900]
}


Most stable of them? #P.


#P
{
  "formula": "C6H5N",
  "method": "the ωB97M-V functional and the def2-TZVPD basis",
  "species": ["C", "C", "C", "N", "H", "C", "C", "C", "H", "H", "H", "H"],
  "coordinates": [[2.132, -1.259, -0.395], [2.409, -0.156, 0.020], [2.558, 1.165, 0.391], [2.813, 2.207, 0.797], [2.256, -2.292, -0.562], [-1.207, -0.456, -0.437], [-0.761, 0.605, 0.149], [0.030, 1.389, 0.890], [-2.198, -0.948, -0.208], [-0.735, -0.966, -1.329], [0.651, 1.101, 1.693], [0.054, 2.575, 0.900]],
  "lowdin_charge": [0.163, -0.104, -0.292, 0.187, 0.044, -0.041, -0.176, -0.069, 0.073, 0.072, 0.034, 0.110],
  "charge": 0,
  "homo_energy_ha": -0.3561,
  "smiles": "C#CC#N.C=C=C",
  "homo_lumo_gap_ha": 0.3663,
  "e_lumo_ev": 0.279
}


#Q
{
  "formula": "C6H5N",
  "method": "the ωB97M-V functional and the def2-TZVPD basis",
  "species": ["H", "N", "C", "C", "C", "C", "C", "C", "H", "H", "H", "H"],
  "coordinates": [[1.944, -2.285, -0.122], [2.437, -1.394, 0.043], [1.777, -0.329, 0.021], [2.156, 1.108, -0.091], [0.719, 0.529, -0.016], [-0.574, 0.629, 0.020], [-1.672, 0.036, 0.020], [-2.951, -0.169, -0.135], [2.513, 1.587, -1.023], [2.319, 1.602, 0.884], [-3.294, -1.072, 0.374], [-3.592, 0.710, -0.149]],
  "lowdin_charge": [0.063, 0.161, -0.382, 0.003, -0.160, 0.046, -0.106, 0.015, 0.111, 0.110, 0.067, 0.072],
  "charge": 0,
  "homo_energy_ha": -0.3310,
  "smiles": "[H]/N=C1/CC1=C=C=C",
  "homo_lumo_gap_ha": 0.3002,
  "e_lumo_ev": -0.839
}


Most stable of them? #P.